Density functional theory data (ωB97M-V with the def2-TZVPD basis set) for a structure of composition C25H26Cl2N8O2Pd.

energy above the lowest of the compared OMol25 structures with the same formula, charge and spin = 0.0 kcal/mol
M = 647.86 g mol⁻¹
2S+1 = 1
total charge = 0
E_HOMO = -6.22 eV
orbital gap = 6.529 eV
LUMO = 0.0115 Ha

Cartesian coordinates (Å):
Pd 0.753 0.181 0.712
C 5.020 -1.489 -2.367
N 4.062 -0.579 -1.753
C 2.838 -0.860 -1.291
N 2.417 0.122 -0.515
C 3.441 1.018 -0.560
N 4.465 0.623 -1.279
C 5.219 -2.708 -1.492
C 5.257 -3.987 -2.031
C 5.333 -5.099 -1.202
C 5.322 -4.947 0.173
C 5.284 -3.668 0.718
C 5.265 -2.555 -0.112
C 5.089 -3.425 2.153
N 5.708 -2.618 2.936
N 4.959 -2.563 4.113
C 3.952 -3.341 3.935
O 3.974 -3.950 2.723
C 2.725 -3.463 4.729
C 2.044 -4.666 4.873
C 0.791 -4.672 5.466
C 0.193 -3.480 5.853
C 0.869 -2.275 5.703
C 0.170 -0.952 5.905
N -0.300 -0.449 4.616
C 0.429 -0.165 3.536
N -0.365 0.100 2.512
C -1.611 -0.026 3.045
N -1.616 -0.365 4.316
C 2.154 -2.284 5.185
H 5.934 -0.907 -2.476
H 4.679 -1.784 -3.360
H 2.320 -1.784 -1.481
H 3.423 1.953 -0.028
H 5.206 -4.119 -3.106
H 5.364 -6.091 -1.635
H 5.327 -5.813 0.822
H 5.213 -1.569 0.334
H 2.485 -5.585 4.509
H 0.259 -5.606 5.590
H -0.816 -3.483 6.246
H 0.837 -0.214 6.350
H -0.713 -1.050 6.531
H 1.503 -0.163 3.506
H -2.509 0.100 2.466
H 2.707 -1.360 5.059
Cl 0.525 3.270 0.595
C 0.432 5.035 0.463
Cl -1.235 5.612 0.257
H 0.999 5.353 -0.403
H 0.822 5.476 1.373
C -2.293 -1.258 -1.914
C -2.054 -2.599 -1.183
C -1.971 -2.180 0.290
O -2.727 -0.981 0.373
C -2.322 -0.238 -0.771
H -3.245 -1.274 -2.443
H -1.511 -1.026 -2.636
H -1.140 -3.097 -1.508
H -2.885 -3.284 -1.348
H -0.923 -1.975 0.557
H -2.398 -2.899 0.988
H -1.313 0.167 -0.595
H -3.027 0.579 -0.914